1.
Entry from the OMol25 dataset: 11 unconnected molecules or ions with the total composition C31H84N2O11 at a distorted geometry (ωB97M-V/def2-TZVPD).

The geometry in XYZ format:
```
128
Properties=species:S:1:pos:R:3:mulliken_charge:R:1
O -6.184 7.142 -4.633 -0.022
O -11.596 3.041 -5.345 -0.558
O -8.073 3.146 -9.567 -0.484
O -4.782 9.196 -11.274 -0.578
O -8.739 6.607 -13.871 -0.599
O -7.969 6.457 -6.628 -1.185
O -7.447 1.999 -4.721 -0.514
O -11.175 8.879 -7.848 -0.624
O -2.222 4.290 -5.077 -0.534
O -6.020 5.048 -11.128 -1.117
O -2.798 6.456 -8.421 -0.068
N -5.768 6.016 -7.430 2.683
N -7.398 5.619 -8.755 1.401
C -10.384 7.944 -8.116 2.210
C -5.507 8.971 -9.082 0.362
C -2.145 6.979 -7.523 0.538
C -3.208 2.279 -4.733 -1.412
C -7.272 2.227 -9.242 0.328
C -8.861 6.538 -11.605 -0.712
C -6.705 2.718 -3.993 0.519
C -6.381 4.106 -4.626 0.301
C -7.037 6.037 -7.585 0.160
C -6.658 10.341 -10.825 -1.684
C -6.082 8.383 -4.488 1.022
C -3.174 3.494 -6.928 -0.657
C -11.101 4.089 -5.785 0.525
C -10.566 5.035 -4.708 -0.982
C -8.301 7.185 -12.842 2.073
C -3.114 7.285 -6.410 -0.745
C -6.696 8.703 -3.128 -1.838
C -2.476 3.205 -5.617 0.273
C -10.978 6.879 -8.975 -1.636
C -6.812 9.224 -5.617 -0.609
C -5.788 9.088 -10.547 2.846
C -6.186 1.639 -10.221 -1.769
C -6.598 2.656 -7.955 1.367
C -9.125 8.632 -8.623 -1.197
C -8.467 8.689 -12.997 -1.295
C -7.384 2.981 -2.711 -1.805
C -1.664 8.307 -7.993 -1.569
C -3.810 4.420 -10.472 -2.540
C -4.366 6.018 -12.247 -1.482
C -4.846 5.422 -10.932 3.913
C -9.948 3.708 -6.730 -1.265
H -6.472 9.697 -2.713 0.451
H -10.880 9.646 -8.317 0.440
H -10.282 3.136 -7.558 0.630
H -8.435 5.698 -13.859 0.420
H -7.219 7.027 -12.750 -1.106
H -5.900 2.106 -3.837 0.378
H -11.719 2.405 -6.031 0.397
H -6.297 8.097 -2.323 0.370
H -3.814 1.501 -5.249 0.253
H -10.193 6.165 -9.051 0.250
H -4.199 5.256 -13.047 0.355
H -0.831 8.285 -8.778 0.430
H -5.377 6.343 -6.554 -0.396
H -2.416 8.900 -8.538 0.161
H -3.868 8.015 -6.685 0.026
H -3.452 6.621 -12.234 0.333
H -9.343 9.289 -9.456 1.057
H -2.471 3.521 -7.778 0.593
H -7.525 10.407 -10.212 0.165
H -11.405 5.488 -4.219 0.461
H -5.141 6.648 -12.523 0.453
H -7.450 9.066 -13.049 0.219
H -6.900 10.226 -5.258 0.680
H -7.264 3.070 -7.169 -1.253
H -9.443 4.551 -7.286 -0.111
H -4.891 8.135 -8.874 -0.499
H -8.333 7.966 -9.009 -1.146
H -6.503 8.821 -8.676 -1.243
H -2.624 7.662 -5.505 0.583
H -3.734 4.412 -6.959 -0.050
H -5.938 4.034 -5.631 -0.748
H -3.578 6.387 -6.053 -0.046
H -5.085 5.850 -8.133 -2.027
H -1.456 4.663 -5.491 0.445
H -1.327 8.796 -7.139 0.515
H -2.867 4.903 -10.370 0.606
H -6.297 8.152 -10.812 -1.489
H -6.181 4.803 -12.019 0.577
H -9.040 9.247 -12.207 0.153
H -5.917 4.731 -3.896 0.668
H -5.962 1.850 -7.521 0.756
H -6.945 6.988 -5.165 -0.290
H -9.913 4.627 -3.972 -0.013
H -11.895 4.708 -6.175 0.110
H -1.530 2.709 -5.847 0.206
H -3.537 3.698 -11.208 0.576
H -1.269 6.369 -7.127 -0.045
H -6.957 10.658 -11.807 0.488
H -3.842 2.867 -4.126 0.262
H -11.340 7.144 -9.985 0.262
H -8.584 9.132 -7.856 0.659
H -11.826 6.364 -8.551 0.458
H -4.201 9.926 -11.050 0.453
H -5.889 3.509 -8.161 -1.011
H -6.781 5.410 -9.586 -0.328
H -2.520 1.789 -4.060 0.449
H -7.814 8.813 -5.892 0.148
H -7.768 3.938 -9.122 0.621
H -7.729 2.090 -2.223 0.473
H -7.297 4.680 -4.786 -0.154
H -7.822 1.359 -8.990 0.545
H -4.049 3.917 -9.563 0.293
H -6.583 3.304 -1.996 0.336
H -8.314 5.738 -9.128 -0.568
H -5.147 9.877 -8.598 0.898
H -4.952 8.565 -4.495 0.070
H -6.881 1.395 -5.206 0.352
H -5.462 2.430 -10.422 0.277
H -6.387 9.432 -6.548 -0.354
H -3.802 2.652 -7.242 0.391
H -8.446 6.902 -10.666 -0.243
H -2.310 6.535 -9.195 0.260
H -5.558 0.891 -9.757 0.412
H -6.087 11.246 -10.609 0.444
H -10.014 5.818 -5.201 0.085
H -8.944 8.883 -13.957 0.481
H -9.281 3.017 -6.238 0.690
H -8.208 3.638 -2.855 0.209
H -7.754 8.696 -3.091 0.412
H -4.952 6.149 -10.138 -2.303
H -10.071 7.407 -7.216 -0.829
H -6.612 1.207 -11.077 0.442
H -9.934 6.748 -11.569 0.215
H -8.823 5.442 -11.644 0.412
```

Properties
relative energy (zero: lowest compared OMol25 entry of this formula, charge and spin): 13.0840 eV
electronic energy: -59000.525 eV
structure (SMILES): NC(N)=O.CC(C)O.CC(C)O.CC(C)O.CC(C)O.CC(C)O.CC(C)O.CC(C)O.CC(C)O.CC(C)O.CC(C)O
frontier orbital gap: 9.1910 eV
HOMO level: -9.07 eV
multiplicity: 1

2.
Entry from the OMol25 dataset: a molecular structure, C31H87BI2N2O31P8 at a distorted geometry (ωB97M-V/def2-TZVPD).

The geometry in XYZ format:
```
162
Properties=species:S:1:pos:R:3:mulliken_charge:R:1
I -3.542 -4.052 -6.119 0.084
I -4.672 -3.378 -2.779 0.086
P -7.582 -1.435 -4.270 0.175
P -10.378 3.650 -2.282 0.947
P -3.946 6.737 -5.534 0.928
P -7.324 -3.262 4.556 0.846
P 9.235 -0.330 8.662 0.976
P 11.438 1.241 -1.642 0.913
P -0.327 -1.138 2.924 0.953
P 6.681 -1.918 2.001 0.824
O -11.853 3.814 -3.061 -0.311
O -4.777 5.959 -4.590 -0.516
O -8.325 -2.282 4.088 -0.638
O -4.739 8.142 -5.754 -0.279
O 10.849 0.427 -0.553 -0.528
O 9.518 -1.356 9.855 -0.330
O 6.950 -2.915 3.229 -0.318
O -7.928 -4.718 4.065 -0.300
O 9.231 -1.552 7.592 -0.284
O -10.006 2.284 -2.748 -0.509
O -11.145 3.646 -0.863 -0.331
O -1.525 -2.158 3.220 -0.295
O 0.139 -2.021 1.646 -0.033
O -0.776 0.161 2.377 -0.692
O 7.113 -3.102 0.976 -0.311
O 7.865 0.225 8.638 -0.638
O 12.746 0.358 -2.127 -0.286
O -4.934 -1.611 -5.179 -0.174
O -9.022 4.083 -1.464 -0.302
O -6.469 -2.501 5.709 -0.201
O -0.032 -0.826 4.517 -0.328
O -6.017 -3.370 3.642 -0.164
O 1.528 -0.917 -3.858 -0.575
O 10.763 2.713 -1.492 -0.265
O -1.621 -1.962 -5.175 -0.526
O 10.144 0.877 9.326 -0.267
O 10.711 1.080 -3.061 -0.340
O -4.189 6.389 -7.080 -0.340
O 5.249 -1.659 1.727 -0.407
O -2.491 5.954 -5.512 -0.286
O 7.163 -0.601 2.869 -0.273
N 0.049 -3.676 -2.386 0.075
N 0.465 -2.835 -5.532 -0.867
C 10.419 -0.227 -3.548 -0.618
C -2.709 -1.656 -4.355 0.036
C -4.595 9.136 -4.720 -0.664
C -1.432 6.511 -4.707 -0.736
C 11.308 3.580 -0.475 -0.681
C -6.263 -2.113 -5.399 -0.776
C 1.338 -0.622 4.917 -0.775
C -0.702 -3.744 -3.650 -1.182
C -0.476 -2.464 -4.464 1.344
C -7.079 -2.409 7.012 -0.722
C -8.311 -2.762 -3.229 -0.918
C -0.797 0.810 -2.585 -1.425
C -6.922 -0.091 -3.198 -0.752
C 10.902 1.716 8.434 -0.733
C 7.392 -2.710 -0.385 -0.528
C -4.020 -2.466 -4.680 -0.509
C 6.252 -2.705 4.453 -0.514
C -0.565 -4.396 -1.270 -0.784
C 14.047 0.750 -1.643 -0.723
C 1.462 -1.728 1.138 -0.790
C 9.120 -1.002 11.178 -0.672
C 7.876 0.436 2.158 -0.850
C -7.909 4.563 -2.249 -0.653
C -2.675 -1.693 3.928 -0.477
C -11.909 4.633 -4.243 -0.728
C 9.334 -1.191 6.199 -0.677
C -0.402 -0.665 -2.256 0.581
C -12.215 2.732 -0.651 -0.617
C -6.164 -3.479 2.227 -0.731
C -4.223 5.021 -7.484 -0.647
C -8.621 -5.522 5.040 -0.756
B 0.242 -1.329 -3.530 0.360
H 2.154 -1.261 -3.218 0.311
H -12.242 2.499 0.412 0.248
H -2.976 -0.616 -4.549 0.234
H 11.116 3.166 0.516 0.305
H -1.631 -4.563 -1.393 0.242
H -9.395 -2.709 -3.233 0.357
H -5.105 10.035 -5.055 0.235
H 12.380 3.724 -0.613 0.309
H -2.513 -1.815 -3.302 0.014
H -11.666 5.671 -4.006 0.321
H -3.226 4.694 -7.778 0.242
H 9.532 -0.154 -4.174 0.243
H -0.463 -3.785 -0.368 0.039
H 1.689 -2.439 0.348 0.176
H 1.006 -3.960 -2.529 0.296
H 11.243 -0.591 -4.160 0.255
H 2.202 -1.833 1.931 0.327
H 11.408 2.468 9.034 0.234
H -11.222 4.257 -5.004 0.322
H -2.864 -0.637 3.732 0.383
H 6.130 -3.668 4.945 0.267
H -6.326 -3.203 -5.397 0.387
H 7.750 -3.590 -0.913 0.245
H 9.938 -0.495 11.691 0.244
H 8.235 -0.365 11.173 0.343
H 1.497 -0.716 0.732 0.324
H -0.572 5.853 -4.787 0.233
H 9.408 -2.107 5.619 0.298
H -7.969 -1.781 6.967 0.330
H -0.058 -5.342 -1.068 0.375
H -8.194 5.411 -2.870 0.312
H 10.227 -0.925 -2.732 0.284
H -1.680 1.081 -2.017 0.310
H -4.605 4.378 -6.691 0.335
H 10.814 4.542 -0.566 0.241
H -8.008 -3.734 -3.622 0.321
H 6.837 -2.062 5.107 0.073
H 0.720 -2.022 -6.075 0.280
H 10.224 -0.588 6.016 0.344
H -0.967 0.913 -3.658 0.321
H -1.202 -1.239 -1.796 0.247
H -3.529 -2.279 3.598 0.004
H 11.654 1.133 7.901 0.331
H 6.484 -2.344 -0.865 0.304
H 1.927 -1.525 4.748 0.342
H -0.296 -4.576 -4.233 0.369
H 7.267 0.824 1.339 0.329
H 8.816 0.048 1.762 0.410
H -7.467 -0.007 -2.263 0.380
H 5.268 -2.265 4.291 0.315
H 1.290 -3.243 -5.121 0.237
H 0.042 1.462 -2.357 0.407
H -7.342 -3.396 7.395 0.310
H -2.544 -1.853 4.998 0.252
H -3.546 9.375 -4.545 0.302
H -5.862 -0.283 -3.029 0.226
H -7.523 3.760 -2.877 0.251
H -7.980 -2.735 -2.189 0.197
H -5.286 -3.032 1.766 0.231
H 8.446 -0.639 5.889 0.268
H 1.778 0.213 4.369 0.338
H -6.353 -1.959 7.683 0.229
H -12.925 4.596 -4.627 0.233
H 10.241 2.210 7.718 0.329
H -12.072 1.811 -1.217 0.314
H -7.056 -2.965 1.869 0.372
H 8.094 1.239 2.857 0.270
H -1.747 -3.984 -3.477 -0.078
H -8.975 -6.419 4.540 0.235
H -1.149 7.499 -5.074 0.327
H -7.947 -5.816 5.846 0.327
H -7.028 0.844 -3.741 0.211
H 1.345 -0.398 5.980 0.279
H 14.305 1.749 -2.000 0.327
H 14.073 0.729 -0.552 0.320
H 14.774 0.045 -2.034 0.240
H -1.740 6.578 -3.661 0.329
H 8.897 -1.922 11.712 0.238
H -9.473 -4.976 5.451 0.334
H -4.877 4.950 -8.350 0.230
H -6.202 -4.530 1.941 0.282
H -7.134 4.883 -1.559 0.287
H -6.537 -1.796 -6.401 0.451
H -13.164 3.192 -0.927 0.226
H 0.395 -0.616 -1.507 -0.362
H 8.165 -1.942 -0.423 0.166
H -5.052 8.785 -3.793 0.306
```

Properties
electronic energy: -191199.490 eV
frontier orbital gap: 6.3226 eV
HOMO level: -7.04 eV
multiplicity: 1

3.
Entry from the OMol25 dataset: 13 unconnected molecules or ions with the total composition C31H88O17 at a distorted geometry (ωB97M-V/def2-TZVPD).

The geometry in XYZ format:
```
136
Properties=species:S:1:pos:R:3:mulliken_charge:R:1
O -1.276 -0.411 0.367 -0.116
O 2.861 -0.825 -2.593 0.900
O 0.411 -1.286 -6.869 -0.584
O -4.823 -0.403 -0.972 -0.460
O 2.425 -2.128 2.331 -0.640
O -3.891 1.517 3.446 -0.475
O 0.342 3.045 0.498 0.200
O 5.505 5.808 0.741 -0.586
O 0.728 -5.481 -0.029 -0.497
O -3.614 -0.818 1.802 -0.060
O -4.077 -3.996 3.461 -0.596
O 2.874 -3.496 -2.086 -0.627
O 0.097 -3.822 2.296 0.091
O -0.242 1.363 -5.725 -0.502
O 1.170 0.282 -1.005 -0.674
O 0.890 0.008 2.039 -0.100
O -0.917 2.131 3.205 -0.407
C -0.153 -4.842 3.285 0.857
C -4.493 -2.727 2.952 -0.267
C 1.076 0.793 3.203 -0.043
C 0.007 -2.413 -6.037 -0.395
C -0.112 0.292 -1.616 0.628
C 0.054 4.382 0.041 0.462
C 4.313 -1.424 1.143 -1.090
C 0.516 2.581 -5.779 0.102
C -4.841 3.705 3.780 -1.368
C -4.990 2.310 3.071 0.501
C 1.623 -3.835 -1.524 0.923
C 4.411 4.911 1.013 0.498
C 4.047 -0.061 -2.827 1.409
C -1.373 4.481 -0.549 -1.328
C 1.126 -5.492 3.658 -1.443
C -0.794 -4.119 4.476 -1.629
C -0.194 3.509 -6.754 -1.316
C 3.991 0.642 -4.142 -1.560
C -6.137 -1.035 -0.929 -0.078
C -0.238 1.120 3.904 -0.674
C -3.395 -2.213 2.061 0.145
C 3.557 -2.649 1.634 0.326
C 1.861 -5.192 -0.857 -0.793
C -0.988 -0.731 -0.940 -0.616
C 0.357 5.333 1.132 -1.045
C -7.243 -0.045 -0.672 -0.938
C 0.925 -2.400 -4.917 -0.214
C 3.975 4.341 -0.350 -0.872
C 5.248 -0.918 -2.794 -1.887
C -6.299 1.693 3.702 -1.336
C 4.907 3.870 2.022 -0.991
H 3.644 5.135 -1.010 0.356
H -2.450 -2.257 2.634 -0.382
H -1.440 5.268 -1.290 0.415
H -1.289 3.467 -6.682 0.310
H -3.312 -2.797 1.143 0.312
H 5.874 6.184 1.533 0.309
H 0.447 3.042 -4.789 0.140
H -6.340 -1.485 -1.880 0.378
H 6.023 -0.322 -3.253 0.538
H 0.000 -3.834 5.218 0.365
H 1.735 0.217 3.948 0.261
H 2.876 -2.513 -2.262 0.351
H -1.471 -4.819 4.992 0.365
H 3.293 -3.284 0.798 -0.306
H 0.029 3.202 -7.778 0.311
H -0.905 0.230 4.073 0.212
H -4.816 -2.121 3.789 0.214
H -7.342 0.760 -1.410 0.278
H -0.619 1.268 -1.461 -0.633
H 1.525 2.438 -6.099 0.307
H 3.018 1.025 -4.447 0.183
H -4.365 3.456 4.729 0.347
H -2.112 4.739 0.237 0.249
H -1.971 -0.844 -1.439 0.489
H 1.368 5.108 1.558 0.107
H 1.159 -6.133 4.543 0.370
H 0.880 -1.435 -4.360 -0.089
H -7.070 0.361 0.316 0.124
H 2.296 -0.259 -2.045 -0.152
H 0.751 4.433 -0.792 0.325
H -2.899 -0.450 1.275 0.473
H -1.380 -3.265 4.061 0.284
H 4.607 -0.696 1.911 0.360
H -5.011 2.396 2.007 0.344
H -1.846 2.071 3.533 0.155
H 3.997 0.663 -1.972 0.104
H 1.378 -3.097 -0.781 -0.652
H 0.515 -6.395 -0.355 0.299
H -0.291 5.156 1.986 0.277
H 1.811 -4.650 3.729 0.253
H -0.224 2.916 1.219 -0.242
H 3.655 5.505 1.408 0.203
H 0.104 0.113 -2.654 0.050
H -6.098 -1.738 -0.051 0.036
H 1.648 1.767 2.977 -0.145
H 2.720 -5.103 -0.200 0.169
H -0.014 1.479 4.909 0.502
H -0.534 -0.275 0.956 -0.012
H 4.089 3.259 2.281 -0.008
H -6.302 1.822 4.766 0.363
H -0.875 -5.635 2.844 0.368
H -7.139 2.200 3.208 0.394
H -1.566 3.456 -0.940 0.211
H -0.034 -3.355 -6.673 0.313
H 0.813 -3.855 -2.303 0.004
H -5.315 -2.973 2.314 0.307
H 1.499 -0.758 1.970 0.183
H 2.069 -6.046 -1.540 0.540
H 3.216 3.593 -0.142 -0.054
H 5.173 -1.781 -3.426 0.374
H 0.082 4.581 -6.635 0.347
H -5.746 4.303 3.847 0.391
H 5.507 -1.213 -1.814 0.242
H 0.363 6.411 0.915 0.396
H 4.845 3.945 -0.888 0.435
H -3.861 0.629 3.007 0.249
H 1.475 -6.028 2.783 0.330
H 1.678 -2.729 2.431 0.240
H -3.999 4.238 3.281 0.263
H 5.730 3.324 1.631 0.345
H -8.120 -0.609 -0.602 0.408
H 1.131 0.887 -0.219 -0.146
H -4.598 -0.327 -0.054 0.208
H 2.038 -2.485 -5.086 0.225
H 4.635 1.546 -4.133 0.431
H 4.408 -0.039 -4.926 0.352
H -0.590 -1.702 -1.015 0.164
H -1.019 -2.214 -5.707 0.279
H 5.192 4.380 2.946 0.416
H -6.393 0.654 3.458 0.340
H 4.178 -3.219 2.289 0.439
H 0.423 0.626 -5.926 0.307
H -0.312 -0.882 -7.404 0.314
H 5.203 -1.752 0.606 0.465
H 0.186 -4.278 1.425 -0.056
H 0.642 -3.148 -4.221 0.116
H -3.161 -3.985 3.423 0.244
H 3.699 -0.827 0.459 -0.076
```

Properties
electronic energy: -68378.097 eV
frontier orbital gap: 10.1934 eV
HOMO level: -9.84 eV
multiplicity: 1

What is the multiplicity in the first record?
1

What is the frontier orbital gap in the third record?
10.1934 eV